Entry 1:
The following is a DFT calculation (ωB97M-V/def2-TZVPD) of 2 unconnected molecules or ions with the total composition C3H9BrN in a non-equilibrium geometry.

XYZ file:
```
14
C3H9BrN ωB97M-V/def2-TZVPD
C 0.698 1.996 -1.587
C -0.099 -1.856 1.227
C -0.890 0.199 -0.091
N -0.258 -1.121 -0.111
Br -2.630 0.432 -0.537
H 0.203 1.830 -2.607
H 1.504 1.375 -1.327
H 0.581 2.896 -1.180
H 0.496 -1.024 1.713
H -1.057 -1.986 1.641
H 0.411 -2.709 0.900
H -0.670 0.537 0.930
H -0.894 -1.682 -0.719
H 0.691 -1.210 -0.616
```

Computed properties:
Frontier orbital gap (alpha / beta) in Ha: 0.2794 / 0.3484
DFT total energy in a.u.: -2748.03586
HOMO energy (alpha / beta) in eV: -12.8520 / -13.3906
Strongest force on any atom in eV/A: 5.36
Energy relative to the best compared isomer or geometry (same formula, charge and spin) in kcal per mole: 118.7
Total charge: +1

Atomic partial charges in e from the Mulliken method, atoms 1 to 2: -0.83, -0.80

***

Entry 2:
The following is a DFT calculation (ωB97M-V/def2-TZVPD) of a single C13H14Br2F4NO7P molecule.

XYZ file:
```
42
C13H14Br2F4NO7P ωB97M-V/def2-TZVPD
C 4.507 2.319 0.301
C 4.393 1.456 -0.914
O 5.268 1.156 -1.654
O 3.074 1.058 -1.238
C 2.522 0.083 -0.459
O 3.107 -0.415 0.455
C 1.197 -0.357 -1.073
C -0.227 0.086 -0.582
C -1.002 0.154 -1.950
C -2.520 0.375 -2.092
C -3.181 1.447 -1.253
O -2.896 2.612 -1.289
O -4.162 0.946 -0.483
C -0.437 1.490 0.077
Br 1.085 2.523 0.719
N -1.386 1.332 1.173
C -1.852 0.000 1.220
O -2.844 -0.322 1.806
C -0.878 -0.926 0.448
P -1.723 -2.360 -0.532
O -0.549 -3.481 -0.504
Br -3.204 -3.258 0.866
C 0.101 -1.400 1.564
F 1.098 -2.154 1.082
F 0.682 -0.297 2.117
C -0.550 -2.199 2.734
F -0.473 -3.520 2.439
F 0.169 -1.995 3.849
H 3.919 1.916 1.126
H 5.558 2.361 0.586
H 4.156 3.329 0.071
H 1.289 -0.058 -2.116
H 1.202 -1.449 -1.064
H -0.488 0.938 -2.514
H -0.790 -0.777 -2.486
H -2.677 0.697 -3.128
H -3.069 -0.561 -1.986
H -4.414 1.627 0.163
H -0.866 2.157 -0.663
H -0.921 1.535 2.056
H -0.623 -4.124 0.217
H -1.594 -1.946 2.913
```

Computed properties:
Frontier orbital gap in Ha: 0.3626
SMILES: CC(=O)OC(=O)C[C@]1(CCC(=O)O)[C@H](Br)NC(=O)[C@]1(P(O)Br)C(F)(F)C(F)F
DFT total energy in a.u.: -6974.13517
HOMO energy in eV: -9.7667
Strongest force on any atom in eV/A: 0.73

Atomic partial charges in e from the Mulliken method, atoms 1 to 2: -0.89, 0.75

***

Entry 3:
The following is a DFT calculation (ωB97M-V/def2-TZVPD) of a molecular structure, C12H18N12PtSe.

XYZ file:
```
44
C12H18N12PtSe ωB97M-V/def2-TZVPD
Pt -1.238 -0.513 -0.041
N -4.766 -0.703 0.510
C -4.377 0.146 -0.423
N -5.217 0.980 -1.104
N -4.450 1.685 -1.857
N -3.133 1.311 -1.686
N -3.096 0.362 -0.805
C -3.896 -1.432 1.321
N -4.304 -2.234 2.272
N -3.177 -2.708 2.825
N -2.150 -2.201 2.223
N -2.573 -1.379 1.253
H -5.763 -0.800 0.690
C 0.104 -1.925 4.528
N 1.145 -1.386 3.635
C 2.138 -0.512 4.019
C 2.942 -0.322 2.949
N 2.421 -1.068 1.914
C 3.049 -1.241 0.601
C 1.324 -1.707 2.351
Se 0.283 -2.908 1.333
H 0.249 -1.489 5.510
H 0.206 -3.007 4.590
H -0.882 -1.672 4.152
H 2.194 -0.115 5.017
H 3.837 0.265 2.840
H 3.682 -0.380 0.407
H 2.279 -1.309 -0.163
H 3.655 -2.145 0.593
C 2.759 1.637 -3.074
C 1.233 1.789 -3.160
C 0.807 3.251 -2.935
C 0.699 1.264 -4.504
C 0.619 0.979 -2.090
N 0.123 0.351 -1.268
H 3.201 2.251 -3.859
H 3.068 0.605 -3.237
H 3.142 1.989 -2.116
H 1.212 3.844 -3.754
H 1.201 3.642 -1.997
H -0.278 3.355 -2.938
H 1.092 1.906 -5.291
H -0.390 1.303 -4.543
H 1.027 0.243 -4.693
```

Computed properties:
Frontier orbital gap (alpha / beta) in Ha: 0.3423 / 0.2023
2S+1: 5
Expectation value of S²: 6.026
DFT total energy in a.u.: -3645.12341
HOMO energy (alpha / beta) in eV: -15.1738 / -15.6372
Strongest force on any atom in eV/A: 0.74
Total charge: +2

Atomic partial charges in e from the Mulliken method, atoms 1 to 2: 0.63, 0.02

***

> What is the strongest force on any atom in the third record?

0.74 eV/A

***

> Among the records above, which one has the highest DFT total energy?

C3H9BrN